This record from the OMol25 dataset describes the molecule C8H15ClN2O. The level of theory is wB97M-V/def2-TZVPD.

The relative energy (zero: lowest compared OMol25 entry of this formula, charge and spin) is 70.8 kcal per mole. The total energy is -958.51769 Ha. For the LUMO energy, the calculation gives -0.1927 eV. The HOMO energy is -7.162 eV. The orbital gap is 6.97 eV.

```
27
Properties=species:S:1:pos:R:3:forces:R:3:nbo_charge:R:1
C 2.369258 -0.389909 0.729444 0.06 -0.50 -0.92 -0.218
C -0.366536 0.192771 1.295689 -0.22 -0.01 -3.21 0.564
C 0.674824 -0.670780 -0.850145 0.25 -2.78 1.93 0.294
C -0.823384 1.389013 2.102687 -1.00 -4.01 0.29 -0.671
C -0.299651 -1.136874 1.985263 1.45 2.68 -0.33 -0.707
C -0.399839 -1.728591 -1.155257 -0.05 2.29 -4.19 -0.639
C 1.572192 -0.274215 -2.001274 -3.30 4.65 -0.33 -0.609
C 0.029672 1.580717 -0.731606 0.55 1.38 1.72 -0.408
N -0.035895 0.336770 0.014898 1.72 0.81 1.10 -0.305
N 1.711649 -1.310581 0.051893 0.26 -0.18 1.39 -0.117
O 1.691484 -2.631479 0.071006 0.64 0.73 0.16 -0.664
Cl 3.651916 -1.050674 1.710422 -0.01 -0.39 0.18 -0.077
H -0.497929 2.239458 1.667123 0.72 2.87 -1.05 0.223
H -0.214056 1.141413 2.966774 -0.59 0.76 0.91 0.256
H -1.952258 1.335053 2.221093 1.50 0.13 0.32 0.255
H -0.860639 -1.888555 1.573814 -1.38 -1.76 -1.23 0.259
H -0.595156 -0.919309 2.961967 -0.46 -0.20 1.73 0.219
H 0.742294 -1.420155 1.936441 0.24 -0.42 0.33 0.310
H -1.244966 -1.550536 -0.596904 -1.65 -0.24 1.83 0.200
H 0.025963 -2.660352 -1.154127 0.87 -2.31 0.79 0.284
H -0.863204 -1.687715 -2.208932 1.04 0.61 1.03 0.208
H 2.448226 0.322171 -1.820658 0.14 0.20 0.88 0.246
H 0.928584 0.338080 -2.688086 0.71 -0.70 -0.11 0.188
H 1.879852 -1.092687 -2.488375 0.83 -3.38 -1.61 0.242
H -0.398009 2.396652 -0.175079 0.10 0.33 0.19 0.206
H 1.018320 1.874064 -1.168433 -0.86 -0.66 0.89 0.253
H -0.657149 1.359363 -1.454569 -1.56 0.11 -2.69 0.208
```
Forces are in eV/Å.

This record from the OMol25 dataset describes the ion C8H15IN5 with charge +1. The level of theory is wB97M-V/def2-TZVPD.

The relative energy (zero: lowest compared OMol25 entry of this formula, charge and spin) is 0.0 kcal per mole. The total energy is -884.82699 Ha. For the LUMO energy (spin up / spin down), the calculation gives -3.7725 / -3.7728 eV. Its charge is +1. The HOMO energy (spin up / spin down) is -11.599 / -11.598 eV. The orbital gap (spin up / spin down) is 7.83 / 7.83 eV.

```
29
Properties=species:S:1:pos:R:3:forces:R:3:nbo_charge:R:1
C 0.375525 1.517648 -0.923548 -2.76 1.75 -0.86 0.153
C 1.457584 0.697024 -0.470715 -1.35 -0.44 -0.05 0.590
C -2.045426 -0.952256 1.387440 -2.99 -0.99 3.48 -0.056
C -0.884070 0.927910 -1.537386 -0.14 -2.01 -0.79 -0.486
C -1.892880 0.520057 -0.459663 1.96 -1.93 0.44 -0.018
C 3.572868 -0.494987 1.192613 0.69 3.80 -1.22 -0.589
C -2.929316 -0.621899 -0.760858 3.28 2.25 -1.32 -0.228
C 3.722745 -0.163036 -0.289862 -0.73 -1.61 2.56 -0.237
N 0.468255 2.751872 -0.715615 1.61 0.55 0.92 -0.511
N 2.583283 0.497576 -0.654862 -0.99 1.20 -0.27 -0.241
N -2.650114 -1.586822 0.250256 -0.31 0.21 -0.27 -0.625
N 0.135181 -0.584968 0.785365 2.37 2.23 -0.63 -0.715
N -1.161524 0.047403 0.799976 0.34 -2.82 0.14 -0.271
I 0.386406 -2.324555 -0.199470 -0.08 -0.64 -0.47 0.328
H -1.543022 -1.760289 2.025798 -0.16 1.53 -1.00 0.258
H -2.760118 -0.369824 2.215820 1.19 -1.21 -2.24 0.176
H -1.473176 1.626521 -2.181436 1.12 -0.29 0.26 0.265
H -0.583162 0.004698 -2.144729 -0.62 1.20 0.68 0.251
H -2.313325 1.335866 -0.004435 -1.69 2.45 0.18 0.203
H 4.121198 -1.226069 1.610160 2.49 -2.66 0.78 0.230
H 3.915626 0.462361 1.644357 -1.08 -0.69 0.56 0.218
H 2.591325 -0.795778 1.282804 -2.26 -0.03 1.01 0.217
H -2.630106 -0.849057 -1.817001 -0.99 -0.79 0.87 0.217
H -3.821369 -0.077255 -0.680421 -1.97 0.00 -0.20 0.201
H 3.694966 -1.012467 -0.852498 0.58 -2.51 -1.78 0.233
H 4.532318 0.415574 -0.452032 2.76 1.71 -0.93 0.227
H -0.279837 3.367335 -0.997863 -0.47 -0.26 -0.36 0.365
H -1.104759 0.746436 1.524175 0.54 0.77 -0.14 0.440
H -3.485075 -2.099010 0.423617 -0.33 -0.77 0.66 0.405
```
Forces are in eV/Å.

This record from the OMol25 dataset describes a structure of composition C8H15N2. The level of theory is wB97M-V/def2-TZVPD.

The relative energy (zero: lowest compared OMol25 entry of this formula, charge and spin) is 105.7 kcal per mole. The total energy is -422.92587 Ha. For the LUMO energy, the calculation gives -2.5234 eV. Its charge is +1. The HOMO energy is -12.750 eV. The orbital gap is 10.23 eV.

```
25
Properties=species:S:1:pos:R:3:forces:R:3:nbo_charge:R:1
C -1.213756 -1.205049 0.849489 2.03 2.38 -1.06 -0.421
C 0.248280 0.774337 1.333965 1.24 2.07 -1.32 -0.249
C 0.782033 0.075940 -1.306396 -1.38 2.69 0.59 -0.268
C -0.580385 0.735267 -0.871537 1.09 -5.50 2.72 0.040
C 0.229801 -0.721189 1.001333 0.50 -0.37 2.38 -0.025
C -1.032024 -0.957611 -0.585632 1.15 4.50 1.23 -0.015
C -0.701810 2.780541 0.197241 -2.24 1.96 3.92 -0.441
C 1.153999 -2.222768 -0.697562 -1.64 -3.99 1.79 -0.426
N -0.710404 1.330711 0.388869 0.25 1.55 -1.19 -0.442
N 0.418846 -1.032807 -0.434738 2.94 -0.87 -2.54 -0.208
H -1.270612 -2.148743 1.146443 -0.71 -4.19 1.03 0.227
H -1.825627 -0.586049 1.343769 -2.83 1.98 1.71 0.242
H -0.219984 1.036045 2.255623 0.24 -0.58 1.30 0.251
H 1.231489 1.456494 1.263335 -1.40 -2.16 0.18 0.208
H 0.838806 -0.071986 -2.367871 -0.66 -1.21 -0.45 0.250
H 1.671609 0.644827 -1.166511 0.94 0.13 1.17 0.237
H -1.077190 1.186495 -1.577897 -2.75 2.47 -3.68 0.209
H 0.813772 -1.443132 1.593279 0.25 0.96 -0.01 0.250
H -1.518166 -1.440317 -1.306599 -1.60 -2.07 -3.17 0.219
H -1.497008 3.088839 -0.520993 1.11 -0.27 0.22 0.237
H -1.059234 3.368406 1.214965 0.50 -1.79 -2.14 0.216
H 0.266387 3.248318 0.141092 0.68 -0.05 -1.07 0.198
H 2.016609 -2.318584 -0.129954 1.53 0.32 1.75 0.235
H 0.574563 -3.200828 -0.479865 0.53 1.77 -0.28 0.238
H 1.557474 -2.324139 -1.628089 0.24 0.26 -3.09 0.239
```
Forces are in eV/Å.

This record from the OMol25 dataset describes a structure of composition C8H15N2O. The level of theory is wB97M-V/def2-TZVPD.

The relative energy (zero: lowest compared OMol25 entry of this formula, charge and spin) is 61.1 kcal per mole. The total energy is -498.43397 Ha. For the LUMO energy, the calculation gives 3.7111 eV. Its charge is -1. The HOMO energy is -1.142 eV. The orbital gap is 4.85 eV.

```
26
Properties=species:S:1:pos:R:3:forces:R:3:nbo_charge:R:1
C 0.259616 1.284928 -0.267485 0.85 0.05 -0.75 0.283
C 0.950746 -0.750947 -0.738876 -2.29 -4.30 1.63 0.011
C -1.034449 0.616870 -0.005525 -1.21 -1.01 1.19 -0.033
C 0.519042 2.736670 -0.209991 2.03 1.20 -2.09 -0.643
C -1.265384 0.592603 1.549405 -0.75 1.48 -0.67 -0.615
C -2.275212 1.146401 -0.679422 -0.84 -0.08 1.20 -0.618
C 1.901928 -3.033871 0.027558 -1.07 -2.46 0.40 -0.610
C 1.600519 -1.639609 0.420362 0.16 1.99 -3.05 -0.425
N 1.230972 0.546312 -0.603267 1.27 3.18 0.26 -0.462
N -0.894030 -0.865773 -0.450873 3.69 -0.18 1.43 -0.135
O -1.531100 -1.223870 -1.518925 -0.87 0.18 -1.43 -0.759
H 1.285725 -1.133740 -1.693104 -0.43 -0.27 -0.59 0.164
H 0.040349 3.198733 0.592147 -0.94 0.90 1.43 0.202
H 0.116750 3.214572 -1.171368 0.53 -0.50 1.24 0.213
H 1.671176 2.976784 -0.138266 -2.29 -0.64 -0.26 0.217
H -0.375131 0.572785 2.171317 0.11 -0.29 -0.03 0.196
H -1.883041 -0.254595 1.634067 -0.38 -1.51 0.68 0.230
H -1.946465 1.412982 1.911855 0.88 -0.18 -0.44 0.176
H -1.971719 1.236483 -1.657886 0.12 0.40 -2.62 0.219
H -2.622939 2.100060 -0.301450 0.14 0.44 0.20 0.173
H -3.152302 0.456997 -0.691654 0.99 0.16 0.30 0.234
H 2.647241 -3.257530 -0.713190 0.39 0.74 -0.75 0.194
H 1.057170 -3.711543 -0.219541 -0.21 1.07 -0.41 0.213
H 2.247922 -3.630692 0.845291 0.69 -0.08 1.22 0.188
H 2.489025 -1.115011 0.713978 0.92 0.20 0.13 0.179
H 0.933591 -1.475998 1.194844 -1.48 -0.52 1.79 0.211
```
Forces are in eV/Å.